{"formula": "C6H10BrO3", "method": "ωB97M-V with the def2-TZVPD basis set", "elements": ["C", "C", "C", "C", "C", "O", "Br", "C", "O", "O", "H", "H", "H", "H", "H", "H", "H", "H", "H", "H"], "coordinates": [[-1.37682, -0.79924, 0.23392], [-0.33263, 0.33832, -0.06728], [-0.61468, 1.60213, 0.86676], [-0.52008, 0.51331, -1.56057], [1.04317, -0.18467, 0.28063], [1.21738, -0.15902, 1.80704], [2.30683, 1.22432, -0.36314], [1.56579, -1.50112, -0.29492], [1.80572, -2.39940, 0.54872], [1.72878, -1.56348, -1.51623], [-2.33003, -0.57639, -0.18198], [-1.32924, -1.01915, 1.36940], [-0.95805, -1.68445, -0.25578], [0.04511, 2.33741, 0.44015], [-1.58599, 2.12732, 0.81831], [-0.59909, 1.28043, 1.87445], [-0.10528, -0.36637, -2.13723], [-0.06394, 1.46932, -1.92592], [-1.59819, 0.34489, -1.71989], [1.70126, -0.98416, 1.78358]], "nbo_charge": [-0.61, -0.11, -0.63, -0.64, 0.22, -0.77, -0.09, 0.67, -0.76, -0.73, 0.20, 0.21, 0.22, 0.22, 0.19, 0.23, 0.26, 0.22, 0.19, 0.50], "energy_ev": -82570.5070, "charge": -1, "smiles": "CC(C)(C)[C@](O)(Br)C(=O)[O-]", "lumo_energy_ha": 0.12252, "gap_ev": 8.3}